No. 1
136
Properties=species:S:1:pos:R:3:forces:R:3 method="wB97M-V/def2-TZVPD" e_lumo_ev=0.905 de_lowest_kcal_mol=79.67 gap_ev=3.80 charge=-1 fmax_ev_per_a=7.91
H 2.267249 -3.495302 4.826345 -0.279 -0.238 0.235
H 1.780059 1.118581 1.109644 0.297 0.112 -0.313
H -5.193300 -3.862261 -0.698480 0.000 0.101 -0.001
H -4.023776 2.360554 4.784400 0.077 -0.227 -0.323
C -2.252513 4.857453 -4.512229 0.054 0.137 -0.066
C 0.603426 1.681718 -1.984259 -4.467 2.889 -1.968
O 6.172929 0.255844 -2.822569 0.066 0.031 -0.005
H 3.865322 -0.616605 -3.261621 0.037 0.069 0.035
C 6.642739 3.022859 -5.081817 0.050 -0.074 0.102
C 0.287886 1.209605 5.023724 -0.508 -0.344 -0.394
C 4.603678 1.058614 -4.384591 -0.024 0.109 -0.114
C 3.078996 1.990332 -6.005039 -0.212 -0.030 -0.067
H 0.734263 0.730989 -1.480011 -3.671 1.836 -1.279
C -5.092339 -2.830249 -0.343189 0.243 0.256 0.262
C 6.908017 2.119818 -4.052073 -0.027 0.111 -0.092
C -2.445814 -0.516026 0.902699 0.599 0.488 -0.643
C 1.674745 2.561718 -2.089048 -0.211 0.432 -0.242
H 0.959913 -7.787216 3.350129 0.046 -0.073 -0.081
O 1.031731 6.242834 -3.973703 -0.040 0.159 -0.082
C -2.109198 3.563928 -3.786654 -0.002 -0.319 0.167
H -1.377411 1.207402 3.749467 -0.340 0.138 0.311
H 1.672423 -0.623040 -4.370380 0.044 0.018 0.078
C 1.511899 3.782590 -2.724699 0.136 -0.189 0.099
H 3.322678 0.232651 1.470501 -0.041 0.273 -0.172
C -2.412294 0.951340 1.359673 -0.622 -0.024 -0.820
C 2.400383 -1.771150 2.795068 -1.483 -0.569 -1.554
H -4.158946 1.272884 6.134045 0.025 0.246 -0.090
C -1.196210 5.767779 -4.560313 -0.151 -0.051 -0.030
C 8.797574 4.032281 -4.749642 -0.013 -0.043 0.037
H -3.397129 2.327148 2.685524 -0.179 -0.144 0.146
O 2.802488 -1.593171 -0.625781 -0.165 -0.039 0.820
H -5.595355 -2.150580 -1.043050 -0.084 -0.397 -0.157
C 1.883826 -3.254893 2.750850 0.235 0.571 0.758
H -5.340704 0.677822 3.225223 0.074 -0.104 -0.103
H 3.055640 -5.409858 4.309327 -0.133 -0.068 0.452
H 2.853560 2.720362 -6.771436 0.136 0.040 0.034
C -3.682704 1.439481 2.111277 0.614 -0.534 -0.499
O 1.841443 0.362784 -1.176081 6.751 -4.095 0.539
H -0.895978 2.817285 4.254553 -0.073 -0.162 -0.164
C 2.287360 0.153079 1.090804 -0.011 -1.791 0.668
H -0.048368 -0.918454 3.426610 -0.129 0.286 0.073
H -4.083055 -3.475257 2.102510 -0.109 0.407 -0.115
H 0.594618 -3.078742 4.484319 -0.036 -0.166 -0.076
H 2.364107 -1.449413 3.850896 0.380 0.088 -0.148
C 4.322097 1.995351 -5.386370 0.079 -0.045 0.145
C -1.358874 6.983754 -5.213427 -0.092 0.135 -0.110
C -4.311366 0.357209 2.997076 -0.259 1.089 0.943
H -5.383305 -2.971986 3.143486 -0.141 0.029 -0.153
H 9.537181 4.774656 -5.023133 -0.016 -0.010 0.006
H -6.389728 -4.521966 4.235862 0.109 -0.057 -0.107
H -2.497040 -1.205355 1.753331 -0.218 0.090 -0.053
H 2.636397 2.291545 -1.671073 -0.072 0.108 -0.061
C -3.555043 1.483856 5.240964 0.191 -0.510 0.624
N 3.601061 -6.469850 2.191465 -0.155 0.724 0.941
C 2.275201 -0.333071 -0.335703 1.550 -0.682 3.373
H -2.644605 -0.281733 4.267572 0.003 0.203 -0.014
C 1.457584 -3.627765 -0.918438 0.390 0.199 0.432
H 1.036887 -3.296264 2.064350 0.016 0.052 0.105
H -4.269432 4.445778 -5.115249 0.097 -0.075 0.100
H 0.074551 0.243182 5.508401 0.222 0.100 0.041
C 3.648996 0.113473 -4.028889 -0.046 -0.061 0.021
H -0.543896 7.694978 -5.239685 0.078 -0.119 0.068
H -4.413258 1.801066 1.377379 0.030 -0.195 0.056
H -5.859022 -1.573615 1.203835 0.084 -0.134 0.231
C 5.337883 2.995264 -5.800142 -0.224 0.244 -0.332
H 3.210915 -5.964406 1.398074 0.187 -0.324 -0.157
H -2.684077 8.226974 -6.345481 0.002 -0.010 0.004
H 2.140796 0.706698 4.039797 -0.062 -0.094 -0.210
C 2.126653 1.053174 -5.636118 0.118 -0.033 0.071
H -1.463887 -0.716920 0.448228 -0.039 -0.103 0.232
O 5.113754 3.782026 -6.700411 0.093 -0.056 0.066
C 7.595943 3.971219 -5.434644 0.159 0.105 -0.002
C -3.612913 -2.382702 -0.332595 -0.671 0.445 -0.113
H 4.161414 -5.781319 2.691103 0.174 -0.096 -0.335
H -1.456339 1.325090 -2.448024 -0.077 0.094 -0.046
H 0.810959 1.835847 5.757431 -0.059 0.018 -0.137
C 5.913179 1.072411 -3.682203 -0.068 -0.279 0.229
H -3.131358 -2.702601 -1.262080 -0.082 0.042 0.058
H 2.345915 4.467441 -2.802343 -0.088 0.113 -0.058
C 2.413099 0.109950 -4.653709 -0.085 0.129 -0.194
H -3.142457 -0.430706 -1.133976 -0.367 0.324 0.118
C 0.481522 -0.151905 2.839533 0.599 0.072 -0.881
C -5.808055 -2.650931 1.013376 0.283 0.128 -0.174
H 7.395068 4.663288 -6.241780 -0.138 -0.065 0.012
H -3.044381 -2.849794 0.475575 -0.136 -0.095 -0.074
H 2.667113 -3.904382 2.335712 -0.088 -0.103 0.249
C -2.136925 1.859620 5.728108 -0.093 0.428 -0.612
C 1.423534 -3.711996 4.153164 0.759 -0.385 -0.794
O -3.048877 2.798244 -3.701978 -0.118 0.059 -0.084
C -2.560802 7.280661 -5.833546 -0.031 -0.050 0.009
C 0.278434 4.126758 -3.267287 -0.174 0.158 -0.178
H -7.573269 -5.322512 3.203488 0.112 0.045 0.041
C 2.493813 -6.790479 3.032284 -0.298 -0.069 0.470
H -2.329944 1.551868 0.440032 0.120 0.027 0.182
H -0.237703 0.356291 2.182448 0.414 -0.586 0.576
O 1.820201 -2.047141 -2.585709 -0.185 1.189 -2.740
H -1.840040 1.271932 6.603707 -0.048 -0.152 -0.207
C -0.628213 2.017200 -2.528602 0.251 0.653 -0.257
H -4.541855 6.591635 -6.301170 0.006 0.003 0.011
H 0.465305 -5.420654 3.291107 0.120 -0.267 0.091
H 1.127349 1.868314 3.157866 0.253 -0.024 0.167
H 8.312983 1.497135 -2.556029 -0.134 -0.057 -0.048
H 1.155835 1.055081 -6.116248 0.006 0.010 0.023
C -6.505857 -5.256191 3.435025 0.210 -0.450 -0.277
H 0.420728 -5.366935 5.063544 0.151 -0.365 -0.132
C -3.502774 -0.834240 -0.184040 0.970 -0.744 0.973
C -3.606599 6.363043 -5.805461 0.055 0.022 0.019
N 1.706318 -7.694559 2.662128 -0.633 -0.590 -0.385
C 2.029954 -2.333939 -1.472729 -0.424 -1.924 1.687
C 9.052732 3.146406 -3.707096 -0.039 0.012 -0.055
H -4.441587 -0.367151 0.127995 -0.105 -0.140 -0.417
C 8.112895 2.189328 -3.363297 0.192 0.052 0.067
C -5.662807 -4.920025 2.173123 -0.600 0.923 0.615
H 2.177859 -4.434354 -1.100721 0.062 0.146 0.268
H -4.402309 -0.614663 2.510740 0.171 0.149 -0.086
C -5.174642 -3.430317 2.171997 0.112 -0.878 -0.166
H 0.566719 -3.899969 -1.481231 -0.004 0.243 -0.003
H -1.479062 1.110137 1.902286 -0.777 0.310 -0.042
C 1.110497 0.941680 3.748744 -0.255 0.009 0.476
C 1.059517 -5.212118 4.184913 -0.318 0.992 0.803
H -2.173743 2.908000 6.051505 -0.029 -0.223 0.294
H -6.193374 -6.231080 3.823835 -0.207 0.113 0.101
C -0.794481 3.233597 -3.179074 -0.232 0.128 -0.209
C -1.074802 1.794167 4.615152 0.619 0.397 0.383
C -3.621994 0.200420 4.374057 -0.611 -0.306 -0.118
N 2.278563 -6.065799 4.255793 0.739 0.545 -1.398
H -6.317062 -5.029584 1.302572 0.289 -0.311 -0.037
H -4.826895 -5.615105 2.088907 -0.055 0.081 -0.076
H 1.230348 -3.511202 0.140929 0.110 -0.165 -0.128
C -3.454664 5.157287 -5.141740 -0.135 0.116 -0.108
H -4.244691 -0.518606 4.923739 0.222 -0.050 -0.052
H 9.987991 3.203153 -3.164120 -0.014 -0.006 -0.012
H 3.416409 -1.728874 2.386177 0.024 -0.008 0.363
C 1.452435 -0.892761 1.898170 0.901 0.577 0.657
H -6.850601 -2.980714 0.911234 0.086 0.086 -0.002
C 0.116163 5.444529 -3.932690 0.430 -0.136 0.218

No. 2
37
Properties=species:S:1:pos:R:3:forces:R:3 method="wB97M-V/def2-TZVPD" e_lumo_ev=0.442 de_lowest_kcal_mol=207.00 gap_ev=8.59 smiles="C[C@H](NC(=O)[C@@H](N)Cc1c[nH]c2ccccc12)C(=O)O" fmax_ev_per_a=9.85
H -3.486004 -0.099580 -4.500834 0.462 -0.726 0.450
O -3.032221 2.597956 -4.647326 -0.936 2.222 -1.357
C 3.175916 0.088284 1.653999 -3.441 -1.095 -3.713
H -0.721029 -2.337964 1.915215 1.061 -0.195 -0.662
C -3.075219 -0.135544 -3.463613 -4.991 0.833 -0.781
H -0.419814 -3.676826 3.909919 -0.448 1.300 -0.910
H 3.268045 -2.202725 5.170386 -2.823 1.510 -1.933
C 1.304615 -0.320979 -0.228827 4.500 -3.182 -0.470
N 3.188117 -0.247442 2.928362 2.567 -1.960 3.849
H 3.774453 0.618819 0.918620 0.590 0.406 1.224
H 0.927566 -3.356063 5.685389 0.141 1.694 -1.857
H -1.379595 0.508984 -4.220797 -0.088 1.824 1.362
H -1.074932 0.802908 1.750835 1.718 0.876 -0.310
O -2.147953 3.309045 -2.596336 3.036 -3.026 -1.514
C -2.076492 0.981046 -3.427200 2.355 -2.191 -0.836
H 2.111161 -0.008391 -1.060510 -1.937 -0.072 1.924
H -2.726875 -1.156087 -3.175340 0.053 1.171 -0.255
H -4.092122 0.137365 -2.914937 2.187 -0.668 -0.374
C -2.414018 2.426773 -3.656664 -1.261 -0.469 0.840
C 0.234507 -2.795355 3.668857 -2.850 -3.082 2.106
C 1.021585 -2.638153 4.767769 4.534 -0.550 0.411
C -0.289692 0.571808 -1.664679 -2.383 0.044 -6.115
H 0.608736 1.556377 -0.108780 0.671 2.141 0.256
C 0.247471 -2.224487 2.429255 -2.306 -0.389 -0.448
C 2.043049 -0.499588 1.139422 -3.922 -0.801 -1.539
H -1.475237 -0.450816 0.849790 1.519 3.623 -1.098
N -1.044612 0.632564 0.749302 -1.837 -4.856 -1.542
C 0.113578 0.658074 -0.259799 -0.407 -2.271 2.527
C 2.274189 -1.279073 3.228117 -0.303 0.455 0.562
H 4.031533 -0.297802 3.513108 -0.413 0.442 -0.593
H -1.260165 2.655942 -2.212900 -3.129 2.574 -0.998
H -2.074540 1.594891 -1.331788 0.999 -2.870 -2.828
C 2.274186 -1.952903 4.459491 0.158 -1.480 2.169
H 1.274002 -1.497934 -0.590240 -1.271 2.990 0.697
C 1.294177 -1.426607 2.149481 5.934 4.145 0.545
O 0.382800 0.197676 -2.626100 1.721 -0.658 1.640
N -1.525404 0.993693 -2.165191 0.538 2.289 9.568

No. 3
17
Properties=species:S:1:pos:R:3:forces:R:3 method="wB97M-V/def2-TZVPD" e_lumo_ev="4.229 / 4.083" de_lowest_kcal_mol=8.61 gap_ev="2.82 / 10.36" multiplicity=2 charge=-1 fmax_ev_per_a=1.97
H -0.720925 1.501091 -0.945758 0.293 -0.248 0.068
C 1.238579 -1.101779 1.646377 -0.107 -0.742 -1.630
H 3.208732 -0.091724 1.489380 -0.099 -0.456 -0.077
H 1.669171 -1.842823 0.958218 0.144 0.065 0.239
H 2.162210 0.712716 2.588922 -0.295 -0.596 0.269
H -2.671588 -0.055157 -2.652192 0.032 -0.219 -0.055
C 2.142717 0.099962 1.672848 0.734 1.706 0.672
H -1.825337 -1.044663 -1.510786 0.317 0.049 0.470
H 1.867331 0.889914 0.970940 -0.231 -0.526 -0.499
C -2.135682 -0.023029 -1.693007 -0.572 0.429 -1.053
C -1.020382 1.025135 -1.875924 -0.889 -0.280 0.044
H 1.137167 -1.621656 2.598725 -0.047 0.306 0.240
H -2.926123 0.272980 -1.002629 0.349 -0.024 0.418
H -0.186127 0.563678 -2.397250 0.278 0.162 0.137
H -1.437063 1.808620 -2.515679 0.225 0.121 -0.010
O -0.026944 -0.839400 1.020952 0.407 0.031 0.739
H -0.475735 -0.253865 1.646861 -0.539 0.220 0.027

No. 4
76
Properties=species:S:1:pos:R:3:forces:R:3 method="wB97M-V/def2-TZVPD" e_lumo_ev=1.692 gap_ev=7.24 charge=-1 fmax_ev_per_a=4.65
H 4.185172 -6.205235 -1.550249 -0.117 0.019 0.006
H -1.139160 0.307573 -2.854072 -1.034 0.448 0.403
O -4.019136 -4.223629 4.557189 -0.022 0.043 0.104
H 6.551061 4.096525 2.925275 0.058 -0.028 0.038
O 6.863184 1.016128 2.966201 -0.081 -0.001 0.170
C 1.717517 0.415370 2.228097 -1.320 -0.394 -1.490
F -3.561544 3.009833 0.208645 0.679 -0.067 -0.958
H -2.952443 0.565872 0.595255 0.422 -0.655 -0.853
H -2.384671 2.848221 -1.538968 -0.159 -0.155 0.801
H -2.513685 -0.475861 -3.585247 -0.072 0.773 0.846
H -1.518939 2.844571 1.420431 0.316 -0.872 -0.788
H 1.998245 2.634441 -3.104598 0.092 0.033 0.400
H -5.566087 -3.192386 -1.327352 0.129 0.173 -0.135
H 3.004993 0.092831 -2.893323 -0.010 -0.007 0.093
Br 3.631661 0.361568 2.809589 -1.400 0.300 0.252
Br 2.736208 -1.411880 0.462049 -1.301 -0.053 -0.188
H 1.881051 -4.371311 -1.776112 0.089 -0.060 0.135
O -2.690338 -1.553599 3.809619 0.593 0.733 -0.616
C 0.978646 1.498184 3.008848 0.563 0.318 1.851
H 0.509651 1.030907 3.923603 0.434 0.475 -0.846
H 5.094538 1.637169 -0.207772 0.014 -0.063 -0.032
H -1.653137 1.073045 2.586825 0.117 -0.356 -0.473
H -0.962708 -1.905453 -2.904915 -0.435 -0.092 1.073
H 1.380409 4.954080 -1.202355 0.035 -0.386 -0.037
H 6.005460 1.085106 2.521647 0.286 0.061 -0.213
H 7.058804 0.073938 2.949842 0.044 0.082 -0.037
C -1.151533 2.651886 0.369995 -0.117 2.708 0.140
O 3.715062 -5.680894 -2.207683 0.177 -0.043 -0.062
H 7.597949 3.080044 3.349650 -0.131 -0.028 -0.028
H 0.481656 -2.108040 -0.508304 0.127 1.674 -0.567
C -2.514532 -0.213841 -0.095840 -0.450 -0.236 2.129
H 0.523465 -0.637532 -1.594122 -0.694 -0.587 0.170
O 7.403596 4.027322 3.366675 0.035 -0.019 -0.022
F -2.246596 -2.747212 -1.553169 0.320 0.742 0.249
H -3.697832 1.034034 -1.464598 1.035 -0.637 0.262
H 4.886203 0.207021 0.256655 -0.115 -0.037 0.033
C -2.721841 -0.714878 2.954979 0.105 -0.678 0.587
H -2.259069 4.347854 -0.582318 0.114 -1.039 0.279
H -3.779453 -0.635856 -1.772145 1.003 0.599 0.471
O 5.579822 0.849190 0.062810 0.062 0.089 -0.052
C -2.264512 0.345847 -2.850128 1.517 -1.254 -1.252
C -2.994676 0.142050 -1.501101 -2.965 0.115 -1.743
H 0.801260 5.738711 -0.030275 -0.008 -0.085 0.057
O -5.183535 -2.629228 -0.645002 -0.107 -0.223 0.128
P -0.727611 -0.419541 0.613917 -2.289 2.093 -3.204
H -4.411164 -3.121792 -0.340899 0.056 0.162 -0.007
H 1.707781 2.243493 3.427007 -0.506 -0.735 -0.522
O 2.689189 0.712342 -2.226729 0.073 0.129 -0.261
H 0.195019 2.109694 2.532117 0.479 -0.756 -0.399
Br -1.049791 -2.616920 1.365844 0.239 -1.897 0.654
H -3.654492 -3.393967 4.217756 0.034 -0.016 -0.046
H 1.610378 -4.201958 -0.288867 -0.067 0.129 0.042
H -0.399576 -3.283747 -2.069843 -0.208 1.155 1.185
H 0.703485 1.597155 0.054397 -1.119 -0.171 0.360
O 0.921751 4.840518 -0.358590 0.282 0.645 -0.167
O 1.548873 -3.734721 -1.130000 0.395 -0.789 -0.321
H 2.749099 0.218018 -1.395049 -0.114 -0.006 -0.005
H -5.830120 -2.344210 -4.304263 0.012 -0.020 0.088
C -1.481874 0.008705 2.348538 0.232 -0.808 2.231
H -4.349223 -2.437257 -3.971241 0.017 -0.048 0.236
H -2.997618 -1.172515 0.245062 0.189 0.996 -0.690
H -0.470269 1.273439 -1.123283 -0.341 0.011 1.099
H 0.946616 3.675819 -3.464307 0.029 -0.008 0.051
C 1.159698 -0.380516 1.234482 3.495 0.776 2.960
C -2.324477 3.225862 -0.496307 0.038 0.300 0.634
C -0.932374 -2.313334 -1.842877 0.118 -0.162 -3.212
C -0.404523 1.366820 0.003474 1.390 0.353 -1.592
O 1.812676 3.583963 -3.051735 -0.142 0.003 -0.242
C -0.136449 -1.296295 -0.977334 1.233 -2.128 1.013
H -4.288823 -4.007495 5.455152 0.012 0.007 -0.074
H 4.382629 -5.072518 -2.543923 -0.097 0.025 0.019
H -0.722735 -0.425504 3.066998 -0.679 0.724 -0.661
O -5.202185 -2.835558 -3.763887 -0.070 0.005 -0.278
F -2.620309 1.531392 -3.585892 0.044 -0.465 1.055
H -0.394283 3.494308 0.272673 -0.767 -1.292 0.093
I -4.839553 -0.186750 2.606953 0.201 0.458 -0.326

no.,total energy (Ha)
1,-2866.723294
2,-933.426443
3,-234.754943
4,-10084.559289